{
  "formula": "C31H57MgN2O2P2S",
  "method": "wB97M-V/def2-TZVPD",
  "e_homo_ev": -8.55,
  "total_charge": 1,
  "gap_ev": 6.0,
  "lumo_ev": -2.581,
  "largest_force_ev_per_a": 3.57,
  "energy_ev": -74997.441,
  "species": ["C", "C", "C", "C", "C", "H", "H", "H", "N", "P", "P", "C", "H", "H", "C", "O", "C", "H", "C", "C", "C", "C", "C", "H", "H", "H", "C", "H", "H", "H", "C", "H", "H", "H", "C", "H", "H", "H", "C", "H", "H", "H", "C", "H", "H", "H", "C", "H", "H", "H", "C", "H", "H", "H", "C", "H", "H", "H", "C", "H", "H", "H", "C", "H", "H", "H", "C", "H", "H", "H", "Mg", "N", "C", "C", "C", "C", "C", "H", "H", "H", "H", "H", "H", "H", "H", "H", "C", "S", "C", "O", "H", "H", "H", "H", "H", "H"],
  "coordinates": [[-1.83562, 2.67367, 0.49001], [-2.04002, 1.04407, -1.16207], [-3.13834, 3.12103, 0.28051], [-3.40296, 1.36361, -1.33495], [-3.95667, 2.41757, -0.60039], [-3.46068, 4.01850, 0.80075], [-3.99000, 0.80417, -2.06433], [-4.98894, 2.73477, -0.72426], [-1.39964, 1.52614, -0.05887], [0.49033, 2.54578, 2.11984], [-1.13908, -1.73460, -2.48781], [-0.83883, 3.52347, 1.28895], [-0.37092, 4.25068, 0.60023], [-1.42476, 4.10379, 2.01451], [1.80012, -1.88004, -0.65464], [2.73373, -1.84104, -1.31824], [-1.22917, 0.38505, -2.25230], [-1.78277, 0.56437, -3.18338], [-1.05644, -1.92987, -4.40526], [-1.33739, -3.24434, -1.39601], [2.19156, 3.36071, 1.79766], [-0.15996, 2.65306, 3.90991], [0.42850, -2.01617, -4.81530], [0.92277, -2.90519, -4.40117], [0.49469, -2.05813, -5.91861], [0.98158, -1.12604, -4.48663], [-1.83499, -3.19521, -4.80712], [-1.41168, -4.10544, -4.36605], [-2.88913, -3.09754, -4.50873], [-1.81925, -3.30012, -5.90520], [-1.70091, -0.78660, -5.21716], [-1.29718, -0.82483, -6.24468], [-2.78950, -0.90567, -5.27094], [-1.50972, 0.21831, -4.83766], [-0.35025, -4.34945, -1.80983], [0.68270, -4.06524, -1.55654], [-0.61035, -5.26633, -1.25302], [-0.38771, -4.57259, -2.88241], [-1.09383, -2.94437, 0.09432], [-0.05746, -2.60807, 0.27543], [-1.78129, -2.18235, 0.47956], [-1.26841, -3.87025, 0.67004], [-2.81552, -3.57589, -1.61476], [-3.02609, -3.84679, -2.65408], [-3.11213, -4.41687, -0.97459], [-3.42710, -2.69751, -1.36151], [0.75893, 1.83622, 4.82997], [0.34405, 1.85810, 5.84961], [0.81578, 0.78702, 4.51241], [1.77683, 2.24017, 4.87937], [-1.56151, 2.01243, 3.90295], [-2.28872, 2.60690, 3.33697], [-1.53717, 0.99958, 3.47987], [-1.92896, 1.94165, 4.93820], [-0.26347, 4.08380, 4.45967], [-0.72735, 4.02597, 5.45806], [0.71541, 4.55931, 4.58732], [-0.89469, 4.73677, 3.84698], [2.15283, 4.27128, 0.56191], [1.54004, 5.16841, 0.72665], [3.18170, 4.60342, 0.34570], [1.78788, 3.73768, -0.32454], [3.16252, 2.18694, 1.51933], [2.90533, 1.65124, 0.58934], [4.17940, 2.59087, 1.40648], [3.17131, 1.46185, 2.34696], [2.71008, 4.18237, 2.98510], [2.10800, 5.08414, 3.15463], [2.77559, 3.60372, 3.91477], [3.73114, 4.52016, 2.74388], [0.32904, 0.36123, 0.54130], [1.00416, 0.49473, -1.40261], [0.18235, 0.73954, -2.33269], [0.75065, 1.66132, -3.49344], [0.04268, 1.88305, -4.82743], [0.78106, 3.05737, -2.87165], [2.14117, 1.11524, -3.83130], [0.10153, 1.01122, -5.48887], [-0.98632, 2.25826, -4.74386], [0.59797, 2.66856, -5.37764], [1.44958, 3.04750, -2.00569], [1.14492, 3.80644, -3.58521], [-0.23871, 3.35427, -2.56932], [2.75325, 1.92555, -4.22931], [2.61491, 0.70806, -2.93084], [2.09890, 0.32459, -4.58830], [-1.45737, -2.13591, 3.90608], [0.16554, -1.45480, 3.46485], [1.03438, -2.98331, 3.05222], [-0.09596, -0.81354, 2.06431], [-1.39038, -2.48738, 4.94109], [-1.70852, -2.97540, 3.24923], [-2.20576, -1.33758, 3.83277], [0.33577, -3.71724, 2.63413], [1.83410, -2.74008, 2.34401], [1.45719, -3.35961, 3.99104]],
  "forces_ev_per_angstrom": [[-0.0992, -0.3310, 0.4307], [-0.5453, 0.1384, 0.8035], [0.3968, 0.0959, -0.0872], [0.2218, 0.1365, -0.1030], [0.3684, -0.3864, 0.2160], [-0.1108, -0.1084, -0.2208], [0.2137, 0.3419, 0.0016], [0.1434, -0.2242, -0.1130], [0.4715, 0.7203, -1.3603], [-0.1020, -0.0745, -0.0186], [1.1948, 2.8134, -1.0543], [-0.4779, 0.0591, -0.1637], [-0.3058, -0.4026, 0.1430], [0.3451, -0.0216, -0.1887], [2.5018, 0.2965, -1.4381], [-1.9479, -0.2464, 1.2893], [-2.0982, -2.8662, -0.3077], [0.0775, 0.0111, 0.5326], [-0.1270, -0.3048, 0.0690], [-0.8362, 0.4016, 0.2181], [-0.1837, 0.0945, 0.3395], [0.5172, 0.1022, -0.1339], [-0.0657, -0.0744, -0.2072], [-0.1216, 0.2259, -0.0332], [0.0330, -0.1088, 0.3434], [-0.2790, -0.4360, -0.0104], [0.0404, -0.0581, -0.2029], [-0.2233, 0.1924, -0.2551], [0.3617, -0.0798, -0.1338], [0.1235, -0.0254, 0.3065], [-0.3488, 0.1103, 0.2756], [-0.2204, -0.0190, 0.3724], [0.1427, -0.0509, 0.0379], [-0.0144, -0.5463, -0.2768], [-0.0881, 0.0800, -0.1173], [-0.3761, -0.0983, -0.0962], [0.0721, 0.2421, -0.1957], [0.0575, -0.0169, 0.3957], [0.1982, 0.2625, -0.1492], [-0.7941, -0.3108, -0.1081], [0.0286, -0.0659, -0.0926], [-0.0196, 0.1768, -0.2248], [-0.3681, -0.8370, 0.4633], [0.0509, 0.0385, 0.3513], [-0.1359, -0.1010, -0.0281], [0.1749, -0.4007, -0.0244], [-0.0595, -0.1110, 0.1069], [0.1371, -0.0392, -0.2137], [0.0503, 0.3622, 0.1148], [-0.2721, -0.1243, -0.0040], [0.0622, -0.0359, 0.0094], [0.1268, -0.1589, 0.1097], [-0.0253, 0.1977, 0.0047], [0.1199, 0.0498, -0.2341], [-0.0257, 0.0113, 0.2521], [0.0868, 0.0667, -0.2662], [-0.3094, -0.1732, -0.0457], [0.1284, -0.1052, 0.1058], [0.0027, -0.1032, -0.0504], [0.1696, -0.2137, -0.0419], [-0.3116, -0.0942, 0.0619], [0.0606, 0.2003, 0.2880], [-0.1298, 0.0637, 0.0517], [0.0429, 0.2016, 0.1993], [-0.2257, -0.1641, 0.0055], [0.0317, 0.1818, -0.1312], [0.3266, 0.1482, -0.0442], [0.1323, -0.2658, -0.0389], [-0.0296, 0.2100, -0.2616], [-0.2587, -0.0779, 0.0875], [0.0361, 0.3756, -0.6909], [-0.7985, 0.3110, 1.0790], [2.5254, 0.9384, 0.5018], [-0.0850, -0.3095, -0.2306], [0.0827, 0.0042, -0.7528], [0.3497, 0.1552, 0.4302], [0.3852, 0.3072, 0.2376], [-0.2198, 0.2148, 0.2290], [0.0809, -0.2202, 0.0092], [-0.2033, -0.2649, 0.3542], [-0.2541, 0.0641, -0.1382], [-0.0346, -0.1423, 0.0940], [0.3094, -0.0153, 0.0493], [0.1439, -0.0160, -0.0892], [-0.0399, 0.2204, -0.2798], [-0.0029, 0.2772, 0.1091], [0.2350, -0.1340, 0.1408], [-0.6990, 0.0670, -2.1932], [-0.1622, -0.1550, 0.4590], [0.2824, -0.5995, 1.5299], [-0.0226, 0.0758, -0.1226], [0.0652, 0.3046, 0.0062], [0.3382, -0.1366, -0.0001], [0.2301, 0.2736, -0.0270], [-0.2233, 0.0447, 0.2029], [0.0041, -0.0121, -0.2175]],
  "lowdin_charge": [-0.30, -0.22, -0.02, 0.00, -0.03, 0.12, 0.12, 0.12, 0.07, 1.13, 1.20, -0.25, 0.09, 0.07, -0.01, 0.07, -0.21, 0.07, -0.66, -0.72, -0.68, -0.68, -0.10, 0.08, 0.09, 0.04, -0.12, 0.06, 0.07, 0.10, -0.10, 0.10, 0.09, 0.01, -0.08, 0.06, 0.10, 0.06, -0.13, -0.01, 0.08, 0.09, -0.14, 0.05, 0.08, 0.07, -0.09, 0.10, 0.02, 0.07, -0.08, 0.08, 0.05, 0.10, -0.08, 0.10, 0.06, 0.08, -0.09, 0.09, 0.10, 0.05, -0.10, 0.07, 0.09, 0.08, -0.10, 0.08, 0.06, 0.10, 0.55, -0.02, -0.46, -0.51, -0.08, -0.05, -0.05, 0.07, 0.09, 0.10, 0.05, 0.09, 0.09, 0.09, 0.07, 0.06, -0.21, 0.95, -0.21, -0.65, 0.07, 0.06, 0.06, 0.06, 0.06, 0.07]
}